{"formula": "C3H9N2O", "method": "ωB97M-V/def2-TZVPD", "elements": ["C", "N", "C", "O", "C", "N", "H", "H", "H", "H", "H", "H", "H", "H", "H"], "positions_angstrom": [[1.04881, -0.16724, -0.19946], [0.03540, -1.22873, -0.45620], [-1.11291, -0.74847, -1.32237], [-1.90047, 0.16880, -0.80913], [0.87808, 0.52119, 1.14447], [-0.44679, 1.12441, 1.36243], [2.06031, -0.57758, -0.22070], [0.91780, 0.52645, -1.04415], [-0.45438, -1.37586, 0.42780], [-0.58520, -0.47416, -2.26947], [-1.63566, -1.70957, -1.53867], [1.00279, -0.30297, 1.86353], [1.61173, 1.31056, 1.32303], [-0.34158, 2.11502, 1.13196], [-1.07793, 0.81813, 0.60691]], "s_squared": 0.751, "total_charge": -2, "homo_energy_ev": [4.7, 0.0], "e_tot_ev": -8279.643, "multiplicity": 2}

***

{"formula": "C3H9N2O", "method": "ωB97M-V/def2-TZVPD", "elements": ["C", "C", "C", "N", "N", "O", "H", "H", "H", "H", "H", "H", "H", "H", "H"], "positions_angstrom": [[0.54893, -1.63594, 0.09342], [1.14775, -0.72247, 1.25683], [-0.74838, 0.27112, 0.66268], [-1.57776, 1.28276, 0.55115], [-0.51408, -0.71141, -0.23892], [0.17253, 0.23310, 1.65033], [1.16850, -1.82413, -0.70424], [0.04070, -2.59174, 0.48927], [1.26289, -1.24001, 2.24635], [2.14237, -0.26055, 0.92538], [1.39466, 0.21473, -1.29000], [-1.61383, 2.01482, 1.27731], [-2.58207, 1.15208, 0.28876], [-1.22618, -0.87243, -0.93609], [1.37161, 0.94086, -1.36850]], "total_charge": 1, "homo_energy_ev": -15.2, "e_tot_ev": -8276.806, "multiplicity": 1}

***

{"formula": "C3H9N2O", "method": "ωB97M-V/def2-TZVPD", "elements": ["O", "C", "N", "C", "N", "C", "H", "H", "H", "H", "H", "H", "H", "H", "H"], "positions_angstrom": [[-0.41828, 0.12579, -1.55882], [-0.28283, 0.77905, -0.35727], [1.06699, 2.17209, -0.62997], [0.42479, -0.05398, 0.65558], [0.06193, -1.20837, 1.35060], [-0.96024, -2.09151, 0.86234], [0.56528, 2.96480, -0.44346], [1.93605, 2.52548, -1.05875], [1.18742, 0.52357, 1.25768], [0.83771, -0.88527, 0.07098], [0.53049, 0.73642, -1.36418], [-1.14442, 1.34223, -0.10661], [-1.91072, -1.70077, 1.14137], [-0.98046, -2.04256, -0.32097], [-0.66782, -3.01767, 1.28606]], "total_charge": 1, "homo_energy_ev": -13.7, "e_tot_ev": -8268.211, "multiplicity": 1}

***

{"formula": "C3H9N2O", "method": "ωB97M-V/def2-TZVPD", "elements": ["C", "C", "C", "N", "N", "O", "H", "H", "H", "H", "H", "H", "H", "H", "H"], "positions_angstrom": [[1.46576, 0.01177, 0.40048], [-0.44908, 1.61962, -0.09594], [-0.20923, -0.99306, -1.18489], [-0.72183, -0.69796, 1.22083], [0.04614, -0.25786, 0.13831], [2.37472, -0.21294, -0.24992], [1.45475, 0.52405, 1.37950], [-1.13881, 1.64248, 0.66594], [0.39280, 2.17563, 0.24955], [-0.79803, 1.83293, -1.04249], [-0.03889, -0.33870, -1.99060], [0.55080, -1.75765, -1.27149], [-1.23968, -1.39845, -1.23398], [-0.09626, -0.97282, 1.97471], [-1.59314, -1.17705, 1.03999]], "total_charge": 1, "homo_energy_ev": -15.0, "e_tot_ev": -8274.246, "multiplicity": 1}

***

{"formula": "C3H9N2O", "method": "ωB97M-V/def2-TZVPD", "elements": ["C", "N", "C", "O", "C", "N", "H", "H", "H", "H", "H", "H", "H", "H", "H"], "positions_angstrom": [[0.61769, 1.67458, -1.46459], [-0.06600, 0.39146, -1.18115], [0.32373, -0.60683, 0.14370], [-0.56768, -1.61924, 0.05254], [-0.65023, -0.74637, 1.20274], [-0.22178, -1.18667, 2.47230], [0.79674, 2.21546, -0.57478], [1.48236, 1.77718, -2.01280], [-0.13273, 2.26204, -2.09437], [0.33364, -0.25549, -2.00777], [-1.12443, 0.44879, -1.35196], [1.37361, -0.75606, 0.30474], [-1.45617, -0.08642, 1.18069], [-1.03062, -1.41225, 3.10574], [0.32187, -2.10018, 2.22495]], "total_charge": 1, "homo_energy_ev": -14.3, "e_tot_ev": -8275.269, "multiplicity": 1}

***

{"formula": "C3H9N2O", "method": "ωB97M-V/def2-TZVPD", "elements": ["C", "C", "C", "N", "N", "O", "H", "H", "H", "H", "H", "H", "H", "H", "H"], "positions_angstrom": [[2.62888, -0.92023, 0.44297], [-1.94349, -0.51119, -0.56983], [0.44142, -0.60913, -0.41656], [1.53071, -1.21737, -0.03028], [-0.75594, -0.73778, 0.16379], [0.49128, 1.89838, 0.18975], [3.44258, -1.54109, 0.43723], [2.78188, -0.02035, 1.02393], [-2.48041, 0.32776, 0.02441], [-1.71166, -0.14130, -1.51133], [-2.51960, -1.42246, -0.72826], [0.35901, -0.18360, -1.35272], [-0.34843, 2.02953, -0.38519], [-0.95777, -1.12549, 1.02761], [1.13575, 2.36181, -0.26333]], "total_charge": 1, "homo_energy_ev": -14.8, "e_tot_ev": -8276.234, "multiplicity": 1}